Record 1
{
  "formula": "C53H57Ge2N2PSr",
  "method": "ωB97M-V/def2-TZVPD",
  "charge": 1,
  "max_force_ev_per_a": 12.24,
  "spin_multiplicity": 2,
  "homo_lumo_gap_ev": [6.394, 4.395],
  "e_tot_ev": -182009.261,
  "elements": ["Sr", "C", "C", "C", "C", "C", "C", "P", "C", "C", "C", "C", "C", "C", "C", "C", "C", "C", "C", "C", "H", "H", "H", "H", "H", "H", "H", "H", "H", "H", "H", "H", "H", "H", "C", "Ge", "C", "C", "Ge", "C", "C", "C", "C", "C", "C", "C", "C", "C", "C", "C", "C", "H", "H", "H", "H", "H", "H", "H", "H", "H", "H", "H", "H", "H", "H", "H", "H", "H", "H", "H", "C", "C", "N", "C", "C", "N", "C", "C", "H", "H", "H", "H", "H", "H", "H", "H", "H", "H", "H", "H", "H", "C", "C", "C", "C", "C", "C", "C", "C", "C", "C", "C", "C", "C", "C", "H", "H", "H", "H", "H", "H", "H", "H", "H", "H", "H"],
  "coordinates": [[-1.5951, 0.3018, -1.0679], [2.3542, 3.0648, 4.4584], [2.0994, 3.6756, 3.2385], [1.0326, 3.2577, 2.4475], [0.1807, 2.2519, 2.8944], [0.4558, 1.6300, 4.1156], [1.5361, 2.0256, 4.8901], [-1.3914, 1.7574, 2.0402], [-2.4673, 2.4114, 3.3938], [-3.6157, 1.7198, 3.7652], [-4.4222, 2.1742, 4.8015], [-4.0804, 3.3253, 5.4891], [-2.9447, 4.0364, 5.1186], [-2.1505, 3.5907, 4.0775], [-1.5031, 3.0613, 0.7575], [-2.2751, 4.2083, 0.9375], [-2.2693, 5.1946, -0.0363], [-1.4760, 5.0204, -1.1614], [-0.7618, 3.8418, -1.3401], [-0.7651, 2.7762, -0.4179], [3.1796, 3.3939, 5.0779], [2.7169, 4.5035, 2.9091], [0.8259, 3.7387, 1.4985], [-0.2156, 0.8609, 4.4848], [1.7184, 1.5595, 5.8512], [-3.8909, 0.8059, 3.2515], [-5.3121, 1.6238, 5.0778], [-4.6937, 3.6710, 6.3109], [-2.6780, 4.9411, 5.6503], [-1.2817, 4.1659, 3.7858], [-2.8908, 4.3333, 1.8184], [-2.8777, 6.0819, 0.0832], [-1.4384, 5.8002, -1.9137], [-0.1817, 3.7463, -2.2549], [4.6452, 0.3297, -2.7242], [2.8021, 0.8370, -3.3447], [2.9462, 0.8344, -5.3198], [2.4856, 2.6855, -2.6856], [0.7938, -0.3684, -2.4703], [1.4048, -2.2682, -2.4586], [0.9467, -3.1301, -1.4570], [1.2371, -4.4858, -1.4847], [1.9951, -5.0073, -2.5241], [2.4797, -4.1632, -3.5147], [2.1889, -2.8068, -3.4786], [-0.1944, -0.3035, -4.1933], [-0.7170, 0.9508, -4.5470], [-1.5161, 1.1075, -5.6672], [-1.8130, 0.0066, -6.4603], [-1.3027, -1.2418, -6.1274], [-0.5085, -1.3967, -5.0003], [5.3667, 0.7277, -3.4368], [4.7680, -0.7533, -2.6735], [4.8549, 0.7735, -1.7490], [3.4017, 1.7633, -5.6610], [1.9562, 0.7383, -5.7637], [3.5617, -0.0030, -5.6485], [3.4008, 3.1998, -2.3915], [1.7935, 2.6274, -1.8443], [2.0168, 3.2748, -3.4756], [0.3620, -2.7013, -0.6484], [0.8667, -5.1430, -0.7067], [2.1981, -6.0691, -2.5703], [3.0760, -4.5655, -4.3238], [2.5698, -2.1452, -4.2524], [-0.4806, 1.8034, -3.9113], [-1.9147, 2.0810, -5.9237], [-2.4332, 0.1165, -7.3401], [-1.5385, -2.1009, -6.7423], [-0.1379, -2.3807, -4.7425], [3.7017, 0.8237, 1.2180], [2.5357, 0.4422, 0.2834], [2.1883, -0.9668, 0.4623], [3.2961, -1.8117, 0.0328], [4.5839, -1.4236, 0.7997], [4.1893, -0.4406, 1.8568], [3.1192, -1.0096, 2.7371], [1.8627, -1.2281, 1.8560], [3.3869, 1.4999, 2.0048], [4.5267, 1.2758, 0.6678], [2.8222, 0.5704, -0.7552], [1.6240, 1.0338, 0.4342], [3.4325, -1.6751, -1.0391], [3.0356, -2.8553, 0.2068], [5.3063, -0.9359, 0.1465], [5.0550, -2.2825, 1.2743], [5.0029, -0.2268, 2.4289], [2.9238, -0.3014, 3.5398], [3.4970, -1.9386, 3.1626], [1.0612, -0.5492, 2.1504], [1.5099, -2.2545, 1.9605], [-3.7870, -6.2906, 3.3903], [-4.5578, -5.4034, 2.6495], [-3.9638, -4.3244, 2.0187], [-2.5893, -4.1114, 2.1174], [-1.8242, -5.0132, 2.8539], [-2.4182, -6.0954, 3.4841], [-1.9336, -2.9695, 1.4501], [-2.5386, -2.0670, 0.7236], [-3.0136, -1.1548, -0.1295], [-3.0276, -1.4164, -1.5266], [-3.3343, -0.4378, -2.4073], [-3.6109, 0.8522, -1.9813], [-3.6845, 1.1050, -0.6232], [-3.4258, 0.1359, 0.2790], [-4.2530, -7.1291, 3.8908], [-5.6255, -5.5565, 2.5618], [-4.5693, -3.6363, 1.4404], [-0.7523, -4.8648, 2.9313], [-1.8082, -6.7895, 4.0483], [-0.8549, -2.8953, 1.6054], [-2.8202, -2.4233, -1.8654], [-3.3653, -0.6708, -3.4656], [-3.8406, 1.6307, -2.6952], [-3.9746, 2.0884, -0.2770], [-3.5701, 0.3165, 1.3295]]
}

***

Record 2
{
  "formula": "C53H59BaClF3NO6S3Si4Te",
  "method": "ωB97M-V/def2-TZVPD",
  "charge": -2,
  "max_force_ev_per_a": 2.91,
  "spin_multiplicity": 1,
  "homo_lumo_gap_ev": 4.973,
  "e_tot_ev": -162370.865,
  "elements": ["Ba", "S", "C", "C", "C", "C", "C", "C", "C", "C", "C", "N", "H", "H", "H", "H", "H", "H", "C", "C", "C", "C", "C", "C", "C", "S", "O", "C", "C", "C", "C", "C", "C", "C", "C", "C", "C", "C", "C", "C", "C", "C", "C", "C", "C", "C", "C", "S", "O", "C", "C", "C", "C", "C", "C", "C", "H", "H", "H", "H", "H", "H", "H", "H", "H", "H", "H", "H", "H", "H", "H", "H", "H", "H", "H", "H", "H", "H", "H", "H", "H", "H", "O", "Cl", "O", "O", "O", "F", "C", "F", "F", "C", "Si", "C", "C", "Si", "Te", "Si", "C", "C", "C", "Si", "C", "C", "C", "H", "H", "H", "H", "H", "H", "H", "H", "H", "H", "H", "H", "H", "H", "H", "H", "H", "H", "H", "H", "H", "H", "H", "H", "H", "H", "H"],
  "coordinates": [[1.0749, 0.7836, -2.1247], [0.8145, 5.0017, 1.7047], [-0.8402, 4.8212, 1.3261], [-1.0090, 3.7936, 0.4378], [0.1554, 3.0800, 0.0151], [1.2357, 3.6650, 0.6435], [2.6538, 3.3464, 0.4619], [3.6502, 4.0106, 1.1926], [4.9790, 3.7255, 0.9504], [5.2968, 2.7812, -0.0112], [4.2539, 2.1412, -0.6648], [2.9685, 2.3998, -0.4303], [-1.5954, 5.4600, 1.7603], [-2.0086, 3.5393, 0.0834], [3.3864, 4.7408, 1.9457], [5.7549, 4.2355, 1.5110], [6.3176, 2.5172, -0.2540], [4.4599, 1.3660, -1.3874], [-3.1924, -5.0698, 3.0225], [-2.6891, -3.7960, 2.4001], [-2.1037, -2.8071, 3.1816], [-1.6318, -1.6340, 2.6095], [-1.7678, -1.4519, 1.2445], [-2.3433, -2.4243, 0.4397], [-2.7957, -3.5927, 1.0247], [-1.2100, 0.0859, 0.5225], [-0.8808, -0.2756, -0.8978], [-2.8222, 0.8914, 0.4308], [-3.1741, 1.4456, 1.6836], [-4.3373, 2.1321, 1.8446], [-5.2035, 2.3235, 0.7445], [-6.3905, 3.0823, 0.8711], [-7.2140, 3.2803, -0.2021], [-6.8854, 2.7212, -1.4498], [-5.7420, 1.9857, -1.6030], [-4.8610, 1.7712, -0.5127], [-3.6347, 1.0443, -0.6720], [-3.3718, 0.4617, -2.0189], [-4.0872, -0.7135, -2.4061], [-4.9858, -1.3729, -1.5314], [-5.6283, -2.5169, -1.9147], [-5.4093, -3.0641, -3.1938], [-4.5460, -2.4530, -4.0585], [-3.8618, -1.2690, -3.6922], [-2.9454, -0.6549, -4.5776], [-2.2680, 0.4705, -4.2075], [-2.5056, 1.0078, -2.9330], [-1.5821, 2.4915, -2.4297], [-0.3358, 2.4915, -3.2687], [-2.6014, 3.7018, -3.2603], [-3.5412, 4.4128, -2.5341], [-4.3250, 5.3536, -3.1863], [-4.1625, 5.5964, -4.5461], [-5.0381, 6.5927, -5.2544], [-3.1807, 4.8920, -5.2420], [-2.3908, 3.9487, -4.6095], [-2.8261, -5.1764, 4.0436], [-2.8627, -5.9414, 2.4549], [-4.2845, -5.0917, 3.0532], [-1.9724, -2.9713, 4.2448], [-1.1129, -0.8897, 3.2026], [-2.3911, -2.2706, -0.6310], [-3.2293, -4.3683, 0.4026], [-2.4840, 1.3297, 2.5110], [-4.6009, 2.5564, 2.8057], [-6.6222, 3.5046, 1.8420], [-8.1152, 3.8718, -0.0980], [-7.5368, 2.8860, -2.2988], [-5.4868, 1.5753, -2.5706], [-5.1478, -0.9702, -0.5395], [-6.3017, -3.0117, -1.2258], [-5.9189, -3.9748, -3.4832], [-4.3592, -2.8694, -5.0413], [-2.7678, -1.1004, -5.5488], [-1.5301, 0.9373, -4.8502], [-3.6482, 4.2471, -1.4686], [-5.0632, 5.9160, -2.6249], [-5.3365, 7.4003, -4.5847], [-5.9501, 6.1212, -5.6292], [-4.5247, 7.0355, -6.1085], [-3.0255, 5.0979, -6.2952], [-1.5988, 3.4171, -5.1262], [0.3353, 1.6543, -6.2342], [1.4033, 0.9607, -5.5737], [2.1996, 0.2667, -6.5202], [0.8010, -0.0244, -4.6388], [2.1736, 1.8699, -4.7740], [4.7623, -0.7784, -1.7073], [3.8654, -0.4619, -2.7765], [4.7616, 0.1362, -3.6648], [3.7078, -1.7296, -3.3396], [3.6698, -5.3861, 3.8255], [2.6639, -3.9881, 2.9875], [1.4392, -3.3875, 4.3145], [1.6530, -4.8179, 1.6180], [3.8029, -2.0818, 2.1409], [2.0419, -0.7741, 1.0329], [5.7084, -2.8141, 0.9731], [6.9073, -1.4794, 0.3686], [5.2610, -3.9558, -0.4644], [6.7295, -3.8153, 2.2451], [4.5136, -0.9197, 4.0757], [5.9854, 0.2354, 3.7483], [5.0679, -2.0918, 5.4819], [3.1049, 0.1489, 4.7433], [2.9595, -6.0705, 4.3031], [4.3559, -5.0251, 4.5931], [4.2473, -5.9627, 3.1001], [0.7245, -4.1822, 4.5538], [0.8956, -2.5178, 3.9313], [1.9531, -3.0983, 5.2334], [0.9552, -5.5380, 2.0590], [2.2912, -5.3462, 0.9075], [1.0857, -4.0655, 1.0662], [6.4993, -0.9341, -0.4813], [7.8278, -1.9877, 0.0600], [7.1606, -0.7720, 1.1612], [4.6575, -3.4159, -1.1954], [4.7008, -4.8283, -0.1203], [6.1731, -4.3040, -0.9584], [7.2787, -3.1382, 2.9052], [7.4686, -4.4132, 1.6991], [6.1440, -4.4912, 2.8679], [6.8989, -0.3256, 3.5380], [6.1589, 0.8526, 4.6359], [5.7959, 0.8996, 2.9012], [5.8814, -2.7524, 5.1748], [4.2453, -2.7156, 5.8367], [5.4212, -1.4902, 6.3268], [2.7503, 0.8295, 3.9684], [3.4539, 0.7286, 5.6046], [2.2524, -0.4597, 5.0525]]
}

***

Record 3
{
  "formula": "C53H61BrFeI2N2O6PSi",
  "method": "ωB97M-V/def2-TZVPD",
  "charge": -2,
  "max_force_ev_per_a": 3.34,
  "spin_multiplicity": 6,
  "homo_lumo_gap_ev": [4.942, 4.690],
  "e_tot_ev": -209024.632,
  "elements": ["Fe", "I", "C", "C", "C", "I", "C", "C", "C", "C", "N", "C", "C", "O", "H", "H", "H", "H", "C", "C", "C", "C", "O", "P", "O", "O", "O", "C", "C", "C", "C", "H", "H", "H", "H", "H", "H", "H", "H", "H", "H", "H", "H", "H", "H", "H", "H", "H", "H", "C", "C", "C", "C", "C", "C", "C", "C", "N", "C", "C", "C", "C", "C", "C", "C", "C", "C", "C", "H", "H", "H", "H", "H", "H", "H", "H", "H", "H", "H", "H", "H", "H", "H", "H", "H", "H", "H", "H", "H", "H", "H", "H", "O", "Si", "C", "C", "C", "C", "C", "C", "C", "C", "C", "C", "C", "C", "C", "C", "C", "C", "C", "C", "H", "H", "H", "H", "H", "H", "H", "H", "H", "H", "H", "H", "H", "H", "H", "Br"],
  "coordinates": [[0.6686, -0.2561, 0.3990], [2.2471, -4.3808, 1.7295], [2.2528, -2.9593, 3.2905], [3.0459, -3.1517, 4.4007], [3.0087, -2.2326, 5.4188], [4.2151, -2.6193, 7.1358], [2.1836, -1.1059, 5.3724], [2.0521, -0.1663, 6.4115], [1.1951, 0.8912, 6.2740], [0.4818, 1.0151, 5.0747], [0.5866, 0.1597, 4.0941], [1.3877, -0.8984, 4.2014], [1.4020, -1.8575, 3.1075], [0.6838, -1.7532, 2.0684], [3.6734, -4.0289, 4.4545], [2.6269, -0.3008, 7.3195], [1.0647, 1.6141, 7.0667], [-0.2060, 1.8390, 4.9183], [-2.8243, -2.7949, 0.6772], [-2.1231, -2.5923, -0.6741], [-3.1240, -2.7650, -1.8178], [-0.9924, -3.6015, -0.8375], [-1.5644, -1.2840, -0.6394], [-1.1405, -0.4279, -1.9820], [-0.5105, -1.2240, -3.0448], [-0.4520, 0.7567, -1.3620], [-2.5905, -0.0156, -2.6264], [-3.4563, 1.0205, -2.2228], [-2.9262, 2.3350, -2.8069], [-3.5746, 1.0843, -0.7033], [-4.8348, 0.7062, -2.8332], [-3.3556, -3.7470, 0.6896], [-3.5295, -1.9880, 0.8760], [-2.0779, -2.7934, 1.4650], [-3.4798, -3.7945, -1.8408], [-2.6294, -2.5267, -2.7531], [-3.9744, -2.0984, -1.6985], [-1.3708, -4.6220, -0.8079], [-0.2549, -3.4579, -0.0528], [-0.4961, -3.4242, -1.7846], [-1.8712, 2.4019, -2.5611], [-3.4595, 3.2024, -2.4217], [-3.0185, 2.3160, -3.8909], [-2.5857, 1.2054, -0.2752], [-3.9878, 0.1516, -0.3234], [-4.2206, 1.9065, -0.3975], [-4.7271, 0.5447, -3.9036], [-5.5187, 1.5367, -2.6563], [-5.2486, -0.1970, -2.3875], [-4.8823, 2.5763, 3.9807], [-3.7183, 1.7235, 3.5449], [-3.6047, 0.4246, 4.0246], [-2.5697, -0.3897, 3.5698], [-2.3535, -1.7522, 4.1606], [-1.7038, 0.0974, 2.6251], [-1.6756, 1.4573, 2.2139], [-2.7556, 2.2492, 2.7041], [-0.6344, 1.8089, 1.4616], [-0.3327, 3.1807, 1.1228], [0.9972, 3.2205, 0.3540], [1.3712, 4.6457, -0.0518], [0.2860, 5.2602, -0.9336], [-1.0336, 5.2382, -0.1672], [-0.9068, 6.0581, 1.1171], [0.2157, 5.4854, 1.9830], [1.5286, 5.5033, 1.2027], [-0.1276, 4.0519, 2.3817], [-1.3829, 3.7934, 0.1759], [-5.6030, 1.9886, 4.5475], [-5.3991, 3.0044, 3.1210], [-4.5380, 3.3949, 4.6135], [-4.3273, 0.0354, 4.7292], [-3.2930, -2.2610, 4.3762], [-1.7932, -1.6479, 5.0929], [-1.7617, -2.3712, 3.4940], [-0.9743, -0.5549, 2.1798], [-2.8676, 3.2867, 2.4259], [0.9097, 2.5833, -0.5288], [1.7916, 2.8262, 0.9849], [2.3256, 4.6202, -0.5951], [0.1802, 4.6816, -1.8535], [0.5559, 6.2884, -1.2021], [-1.8360, 5.6562, -0.7942], [-1.8538, 6.0272, 1.6635], [-0.7034, 7.1070, 0.8788], [0.3176, 6.0994, 2.8901], [2.3316, 5.1036, 1.8237], [1.7871, 6.5314, 0.9276], [-1.0162, 4.0376, 3.0119], [0.6922, 3.6241, 2.9640], [-1.3788, 3.1807, -0.7244], [-2.3799, 3.7428, 0.6081], [1.5724, -1.5798, -0.9904], [2.2011, -2.0818, -2.3258], [1.4043, -3.5941, -3.1811], [1.5678, -4.8748, -2.6626], [0.9845, -5.9765, -3.2651], [0.2085, -5.8163, -4.4005], [0.0182, -4.5460, -4.9170], [0.6222, -3.4532, -4.3211], [2.4812, -0.7148, -3.6216], [2.3495, 0.6117, -3.2351], [2.5905, 1.6504, -4.1155], [2.9735, 1.3793, -5.4190], [3.0905, 0.0619, -5.8299], [2.8489, -0.9680, -4.9368], [3.9957, -2.7272, -2.0769], [4.5909, -3.5446, -3.0304], [5.8925, -3.9922, -2.8918], [6.6376, -3.6260, -1.7840], [6.0595, -2.8213, -0.8182], [4.7559, -2.3792, -0.9689], [2.1626, -5.0114, -1.7698], [1.1245, -6.9653, -2.8450], [-0.2612, -6.6726, -4.8731], [-0.6171, -4.4066, -5.7842], [0.4681, -2.4662, -4.7242], [2.0392, 0.8244, -2.2239], [2.4827, 2.6771, -3.7867], [3.1784, 2.1886, -6.1130], [3.3730, -0.1594, -6.8544], [2.9501, -1.9901, -5.2765], [4.0215, -3.8456, -3.8998], [6.3325, -4.6283, -3.6516], [7.6577, -3.9761, -1.6725], [6.6284, -2.5282, 0.0536], [4.3193, -1.7477, -0.2121], [2.7617, 0.4600, 1.1802]]
}